Density functional theory data (ωB97M-V/def2-TZVPD) for a molecular structure, C12H28FInN4O4.

The geometry in ORCA input format:
```
! wB97M-V def2-TZVPD RIJCOSX def2/J DEFGRID3
* xyz 2 1
In 11.51 24.99 17.35
F 13.57 23.75 18.77
C 13.25 21.34 14.41
C 13.53 22.44 15.40
O 12.63 23.30 15.60
N 14.63 22.48 16.12
C 15.83 21.67 15.83
H 13.71 20.40 14.67
H 13.52 21.71 13.42
H 12.19 21.17 14.30
H 14.68 23.21 16.82
H 16.68 22.23 16.21
H 15.93 21.60 14.75
H 15.79 20.67 16.27
C 11.57 23.27 22.01
C 10.52 23.97 21.17
O 10.76 24.14 19.96
N 9.46 24.45 21.80
C 8.43 25.28 21.23
H 11.15 22.34 22.38
H 11.80 23.92 22.86
H 12.44 23.07 21.39
H 9.46 24.27 22.80
H 8.70 26.34 21.25
H 7.44 25.17 21.66
H 8.39 25.12 20.15
C 7.25 25.27 14.53
C 8.46 24.42 14.86
O 9.28 24.86 15.69
N 8.53 23.23 14.27
C 9.70 22.36 14.35
H 6.47 25.18 15.29
H 6.84 24.99 13.57
H 7.58 26.31 14.46
H 7.81 22.93 13.63
H 10.28 22.62 15.23
H 10.26 22.44 13.42
H 9.34 21.35 14.53
C 12.74 27.79 21.37
C 13.04 26.63 20.46
O 12.70 26.65 19.25
N 13.80 25.60 20.86
C 14.37 25.41 22.17
H 13.59 28.45 21.51
H 12.39 27.39 22.33
H 11.94 28.34 20.89
H 14.06 24.91 20.15
H 14.64 26.35 22.65
H 15.28 24.81 22.16
H 13.66 24.87 22.81
*
```

Values from the calculation:
ΔE to the lowest compared entry with this formula, charge and spin   0.0 kcal/mol
Total energy   -1283.385461 hartree
HOMO energy   -15.6 eV

Here are the Mulliken charges for atoms 1 to 2, given in e: number 1, In, carries 1.7998; number 2, F, carries -0.6693

Density functional theory data (ωB97M-V/def2-TZVPD) for a molecular structure, BrPd2.

The geometry in ORCA input format:
```
! wB97M-V def2-TZVPD RIJCOSX def2/J DEFGRID3
* xyz 3 5
Pd 0.39 1.22 -2.14
Pd -0.31 -0.55 2.42
Br -0.08 -0.67 -0.29
*
```

Values from the calculation:
ΔE to the lowest compared entry with this formula, charge and spin   28.3 kcal/mol
Total energy   -2828.152273 hartree
HOMO energy (alpha / beta)   -27.2 / -26.0 eV

Here are the Mulliken charges for atoms 1 to 2, given in e: number 1, Pd, carries 1.2093; number 2, Pd, carries 1.3101

Density functional theory data (ωB97M-V/def2-TZVPD) for 3 unconnected molecules or ions with the total composition C6H15NO.

The geometry in ORCA input format:
```
! wB97M-V def2-TZVPD RIJCOSX def2/J DEFGRID3
* xyz 0 1
C 3.44 -0.94 0.85
C 2.04 -0.30 0.48
N 1.74 0.40 -0.70
C 1.95 1.88 -0.44
C -1.58 -0.50 -1.19
C -2.24 0.73 -0.64
C -2.27 0.83 0.71
O -3.15 -1.85 0.50
H 4.24 -0.85 0.05
H 3.22 -1.98 1.20
H 3.89 -0.39 1.65
H 1.70 0.24 1.42
H 1.22 -1.20 0.62
H 2.75 2.11 0.33
H 2.30 2.35 -1.35
H 0.95 2.30 -0.17
H -2.04 -1.32 -0.46
H -0.52 -0.42 -0.91
H -1.66 -0.72 -2.25
H -2.55 1.56 -1.30
H -2.24 -0.24 1.11
H -2.51 1.72 1.26
H -3.70 -1.36 1.07
*
```

Values from the calculation:
ΔE to the lowest compared entry with this formula, charge and spin   251.9 kcal/mol
Total energy   -367.229906 hartree
HOMO energy   -7.4 eV

Here are the Mulliken charges for atoms 1 to 2, given in e: number 1, C, carries -1.0062; number 2, C, carries -0.1992

Density functional theory data (ωB97M-V/def2-TZVPD) for a molecular structure, C19H28Cl5O3PPd.

The geometry in ORCA input format:
```
! wB97M-V def2-TZVPD RIJCOSX def2/J DEFGRID3
* xyz 0 1
Pd -0.16 -0.33 0.60
Cl 2.48 -2.34 0.62
C 2.77 -0.69 0.19
C 1.71 0.20 0.21
C 1.97 1.51 -0.18
Cl 0.66 2.64 -0.32
C 3.26 1.95 -0.50
Cl 3.55 3.59 -0.92
C 4.31 1.04 -0.47
Cl 5.91 1.56 -0.85
C 4.07 -0.29 -0.14
Cl 5.36 -1.42 -0.12
C -4.01 -1.12 -0.94
C -2.82 -1.68 -0.19
C -3.18 -2.88 0.67
O -2.31 -0.65 0.72
C -1.71 -2.09 -1.20
O -2.05 -2.84 -2.09
O -0.52 -1.67 -0.97
H -4.84 -0.93 -0.25
H -4.32 -1.83 -1.69
H -3.74 -0.19 -1.45
H -4.00 -2.63 1.34
H -2.32 -3.20 1.25
H -3.48 -3.70 0.02
H -2.76 0.17 0.52
C 1.33 -1.26 4.98
C 0.96 -1.30 3.49
C 0.07 -2.50 3.17
P 0.23 0.23 2.76
C -1.48 0.47 3.44
C -1.72 0.29 4.94
C -2.03 1.80 2.93
C 1.28 1.66 3.28
C 1.01 2.22 4.68
C 2.79 1.36 3.15
H 1.73 -2.23 5.26
H 0.47 -1.06 5.61
H 2.09 -0.52 5.19
H 1.89 -1.41 2.92
H -0.89 -2.44 3.71
H 0.57 -3.42 3.49
H -0.13 -2.58 2.11
H -2.03 -0.32 2.93
H -1.10 0.92 5.57
H -1.58 -0.75 5.25
H -2.76 0.55 5.16
H -1.57 2.66 3.42
H -3.10 1.85 3.12
H -1.87 1.92 1.85
H 1.02 2.43 2.56
H 1.14 1.47 5.46
H 0.02 2.65 4.78
H 1.73 3.02 4.88
H 3.15 0.80 4.01
H 3.33 2.30 3.12
H 3.04 0.80 2.25
*
```

Values from the calculation:
ΔE to the lowest compared entry with this formula, charge and spin   13.7 kcal/mol
Total energy   -3736.753604 hartree
HOMO energy   -8.8 eV

Here are the Mulliken charges for atoms 1 to 2, given in e: number 1, Pd, carries -0.2376; number 2, Cl, carries -0.1413

Density functional theory data (ωB97M-V/def2-TZVPD) for a molecular structure, C21H35NOP2TeZr.

The geometry in ORCA input format:
```
! wB97M-V def2-TZVPD RIJCOSX def2/J DEFGRID3
* xyz 0 1
Zr -0.20 0.44 0.25
P -1.24 2.22 -1.34
P 0.56 -2.09 1.52
N 0.56 -0.46 -1.29
H -1.67 0.56 -0.78
C 0.09 3.43 -1.73
H -0.35 4.34 -2.17
H 0.79 2.99 -2.46
H 0.67 3.72 -0.84
C -2.67 3.22 -0.86
H -2.83 4.02 -1.60
H -2.50 3.67 0.13
H -3.55 2.56 -0.81
C -1.64 1.49 -2.96
H -2.20 2.23 -3.55
H -2.26 0.60 -2.77
H -0.71 1.17 -3.44
C 2.37 -2.25 1.77
H 2.61 -3.20 2.25
H 2.72 -1.42 2.38
H 2.86 -2.20 0.79
C 0.00 -2.66 3.18
H 0.71 -3.39 3.58
H -0.99 -3.12 3.14
H -0.05 -1.82 3.88
C 0.31 -3.63 0.55
H 0.79 -4.48 1.07
H 0.76 -3.51 -0.44
H -0.75 -3.86 0.42
C 0.71 -1.19 -2.40
C 1.98 -1.80 -4.40
C 1.87 -1.06 -3.23
C -0.27 -2.16 -2.82
C -0.13 -2.85 -3.99
C 0.99 -2.68 -4.80
H 2.87 -1.67 -5.01
H 2.64 -0.37 -2.87
H -1.13 -2.30 -2.14
H -0.91 -3.55 -4.28
H 1.08 -3.24 -5.73
C 1.25 1.65 2.65
O 1.67 0.77 1.82
C 1.26 3.05 2.14
H 0.38 3.53 2.58
H 1.27 3.07 1.04
H 2.17 3.56 2.52
C 0.28 1.28 3.75
H 0.79 1.00 4.68
H -0.42 0.50 3.45
H -0.32 2.16 3.94
Te -2.31 -1.32 0.76
C -3.03 -0.32 2.50
C -3.15 -1.06 3.69
C -3.47 -0.39 4.87
C -3.68 1.00 4.86
C -3.68 1.70 3.64
C -3.36 1.05 2.45
H -2.99 -2.13 3.66
H -3.56 -0.95 5.80
H -3.85 1.53 5.78
H -3.95 2.76 3.62
H -3.36 1.56 1.49
*
```

Values from the calculation:
Total energy   -1948.860344 hartree
HOMO energy   -6.0 eV

Here are the Mulliken charges for atoms 1 to 2, given in e: number 1, Zr, carries -0.2899; number 2, P, carries 1.7086

Density functional theory data (ωB97M-V/def2-TZVPD) for a molecular structure, H2N3O4S.

The geometry in ORCA input format:
```
! wB97M-V def2-TZVPD RIJCOSX def2/J DEFGRID3
* xyz -1 1
N 0.56 1.57 -0.43
N -1.67 -0.17 0.71
N -0.29 -0.10 1.08
O 1.78 -1.39 0.46
O 1.29 2.55 -0.15
O 1.25 0.54 -0.93
O -0.04 -1.50 -1.09
S 0.61 -0.73 -0.07
H -1.72 0.38 -0.21
H -1.77 -1.14 0.64
*
```

Values from the calculation:
ΔE to the lowest compared entry with this formula, charge and spin   50.8 kcal/mol
Total energy   -864.500164 hartree
HOMO energy (alpha / beta)   -4.7 / -4.7 eV

Here are the Mulliken charges for atoms 1 to 2, given in e: number 1, N, carries 0.2870; number 2, N, carries -0.4839